No. 1
C16H24N2O4 | ωB97M-V/def2-TZVPD

```
46
Properties=species:S:1:pos:R:3
C -2.274 -3.607 1.090
C -1.082 -2.914 0.440
C -1.504 -1.962 -0.687
C -1.844 -0.528 -0.199
O -2.778 -0.578 0.848
C -2.445 0.275 -1.372
C -2.441 1.798 -1.216
C -3.176 2.282 0.028
C -0.556 0.091 0.361
O -0.419 0.270 1.552
N 0.423 0.335 -0.544
N 1.645 0.886 -0.169
C 1.653 2.160 0.358
O 2.591 2.688 0.889
O 0.461 2.753 0.153
C 0.324 4.045 0.724
C 2.761 0.016 -0.125
C 4.056 0.516 -0.213
C 5.130 -0.356 -0.197
C 4.930 -1.723 -0.111
C 3.640 -2.219 -0.037
C 2.558 -1.358 -0.044
H -1.944 -4.222 1.925
H -2.985 -2.873 1.455
H -2.778 -4.248 0.369
H -0.413 -3.674 0.028
H -0.525 -2.364 1.203
H -0.711 -1.894 -1.435
H -2.393 -2.365 -1.175
H -2.296 -0.366 1.665
H -3.479 -0.065 -1.461
H -1.927 0.008 -2.296
H -1.417 2.173 -1.192
H -2.926 2.216 -2.103
H -3.310 3.361 -0.012
H -2.613 2.042 0.925
H -4.153 1.813 0.102
H 0.225 0.311 -1.535
H 1.120 4.703 0.371
H -0.650 4.409 0.405
H 0.370 3.982 1.812
H 4.221 1.577 -0.275
H 6.132 0.041 -0.259
H 5.772 -2.397 -0.102
H 3.469 -3.283 0.032
H 1.558 -1.755 0.025
```

The highest occupied orbital energy is -8.79 eV. The calculation puts the energy above the lowest of the compared OMol25 structures with the same formula, charge and spin at 156.7 kJ/mol. Its SMILES is CCCC(O)(CCC)C(=O)NN(C(=O)OC)c1ccccc1. For the LUMO energy, the calculation gives 0.65 eV. The charge is 0. As for the spin multiplicity: 1.

natural (NBO) atomic charge list, values in e, 5 entries: C -0.606; C -0.410; C -0.407; C 0.160; O -0.726


No. 2
C6H28NaO13P2 | ωB97M-V/def2-TZVPD

```
50
Properties=species:S:1:pos:R:3
Na -11.437 9.698 11.442
C -8.270 9.435 5.005
O -8.639 9.483 6.403
P -7.632 9.187 7.574
O -8.288 8.757 8.803
O -6.495 8.190 7.056
C -6.708 6.838 6.936
O -6.804 10.474 7.707
C -5.580 10.476 8.496
H -7.980 10.407 4.647
H -9.259 9.128 4.598
H -7.579 8.588 4.800
H -5.875 6.188 7.244
H -6.972 6.696 5.840
H -7.589 6.581 7.522
H -5.895 9.978 9.417
H -5.249 11.516 8.493
H -4.878 9.892 7.942
C -16.662 8.817 11.025
O -15.910 9.272 12.150
P -16.640 9.411 13.629
O -17.710 8.473 13.985
O -15.354 9.447 14.525
C -14.960 8.266 15.240
O -17.030 10.940 13.704
C -17.359 11.537 14.982
H -17.504 8.107 11.265
H -15.967 8.384 10.318
H -17.082 9.663 10.497
H -15.837 7.695 15.513
H -14.355 8.509 16.120
H -14.336 7.738 14.492
H -17.899 10.872 15.676
H -18.064 12.313 14.662
H -16.395 11.928 15.349
O -11.177 9.020 9.051
H -11.358 8.422 8.334
H -10.208 8.998 9.052
O -9.052 10.293 10.948
H -8.530 9.620 10.468
H -8.506 10.738 11.573
O -12.007 7.493 11.683
H -12.886 7.214 11.756
H -11.480 6.752 11.311
O -10.751 10.319 13.504
H -10.143 9.845 14.034
H -11.338 10.772 14.128
O -13.231 11.103 12.663
H -13.466 12.004 12.527
H -13.998 10.737 13.146
```

The highest occupied orbital energy is -13.01 eV. The calculation puts the energy above the lowest of the compared OMol25 structures with the same formula, charge and spin at 11.9 kJ/mol. For the LUMO energy, the calculation gives -2.43 eV. The charge is +1. As for the spin multiplicity: 1.

natural (NBO) atomic charge list, values in e, 5 entries: Na 0.949; C -0.251; O -0.817; P 2.628; O -1.178


No. 3
C4H6N2O | ωB97M-V/def2-TZVPD

```
13
Properties=species:S:1:pos:R:3
C -0.625 -0.811 -1.370
N -0.407 -0.398 1.174
C 0.333 0.753 1.189
C 0.221 -0.522 -0.187
C 1.574 -0.179 -0.017
O -0.146 1.985 1.385
N 1.705 0.550 1.096
H -1.112 1.989 1.340
H -1.419 -0.306 1.160
H 2.397 -0.381 -0.692
H -1.308 0.016 -1.609
H 0.016 -0.985 -2.235
H -1.229 -1.712 -1.234
```

The highest occupied orbital energy is -6.72 eV. The calculation puts the energy above the lowest of the compared OMol25 structures with the same formula, charge and spin at 431.1 kJ/mol. For the LUMO energy, the calculation gives 0.19 eV. The charge is 0. As for the spin multiplicity: 1.

natural (NBO) atomic charge list, values in e, 5 entries: C -0.631; N -0.596; C 0.842; C -0.122; C 0.067


No. 4
C4H13NO2 | ωB97M-V/def2-TZVPD

```
20
Properties=species:S:1:pos:R:3
C 1.706 2.557 -0.879
C 1.379 1.314 -1.769
C 0.502 0.269 -1.112
N -0.681 0.433 -0.324
C -0.712 0.094 1.064
O 0.112 1.209 1.622
H 1.346 2.751 0.111
H 2.833 2.408 -0.758
H 1.270 3.316 -1.419
H 0.638 1.792 -2.420
H 2.212 0.942 -2.353
H 1.288 -0.397 -0.498
H 0.268 -0.452 -1.946
H -1.540 0.004 -0.636
H -0.308 -0.928 1.406
H -1.636 0.223 1.618
H -0.049 1.985 1.002
O -1.891 -4.932 1.085
H -1.776 -5.450 1.943
H -2.813 -4.846 0.740
```

The highest occupied orbital energy is -8.92 eV. The calculation puts the energy above the lowest of the compared OMol25 structures with the same formula, charge and spin at 300.7 kJ/mol. Its SMILES is CCCNCO.O. For the LUMO energy, the calculation gives 0.75 eV. The charge is 0. As for the spin multiplicity: 1.

natural (NBO) atomic charge list, values in e, 5 entries: C -0.627; C -0.400; C -0.210; N -0.668; C 0.093


Which formula does entry 4 have? C4H13NO2